{"formula": "C5H9NO", "method": "wB97M-V/def2-TZVPD", "elements": ["C", "C", "C", "C", "O", "C", "N", "H", "H", "H", "H", "H", "H", "H", "H", "H"], "coordinates": [[-1.11802, -0.55163, -0.99053], [0.96261, 0.83232, -0.61474], [0.29512, 1.93117, 0.15106], [-0.72718, -0.95364, 0.48353], [0.39866, -1.83264, 0.61027], [1.58542, -1.17780, 0.54648], [1.65458, -0.02069, 0.04397], [-0.79600, 0.33963, -1.55448], [-2.20296, -0.48810, -0.96483], [-0.79817, -1.38415, -1.62158], [-0.62630, 2.26108, -0.34347], [0.08876, 1.75701, 1.21993], [1.01995, 2.74144, 0.06183], [-0.61035, -0.15950, 1.24307], [-1.56516, -1.56675, 0.79828], [2.43905, -1.72776, 0.93122]], "atomic_forces_ev_per_a": [[-0.32, -0.47, 0.31], [0.93, 0.42, 0.13], [0.16, 0.22, 0.02], [-0.47, 0.01, -0.34], [0.06, 0.03, -0.23], [0.04, 0.24, -0.06], [-0.31, 0.09, -0.01], [0.33, -0.30, 0.92], [-0.25, -0.22, -0.22], [-0.30, -0.10, 0.06], [0.31, -0.07, 0.02], [0.20, -0.06, -0.19], [-0.07, 0.31, 0.12], [-0.15, -0.10, -0.62], [0.04, -0.15, 0.18], [-0.20, 0.15, -0.06]], "charge": 0, "homo_ev": -7.5, "de_lowest_kj_mol": 421.3, "total_energy_ha": -325.77710}